The following is a DFT calculation (ωB97M-V/def2-TZVPD) of a single C4H5N3 molecule.

Summary:
Highest occupied orbital energy = -9.49 eV
HOMO-LUMO gap = 9.6 eV
LUMO level = 0.003 hartree
Max |F| = 5.47 eV Å⁻¹
ΔE to the lowest compared entry with this formula, charge and spin = 3.159 eV

The geometry in XYZ format:
```
12
C4H5N3 (ωB97M-V/def2-TZVPD)
N -1.6244 -1.6070 0.9661
C -0.7415 -0.6462 0.3644
N -1.1797 -0.0930 -0.7282
C 0.0612 1.0566 -1.3048
C 1.2612 1.1608 -0.6648
C 1.3835 0.3639 0.5153
N 0.4757 -0.4317 0.9966
H -1.6955 -2.5339 0.5651
H -2.4821 -1.2996 1.4077
H 0.0250 1.7379 -2.1995
H 2.1463 1.7769 -0.9431
H 2.3193 0.4188 1.0790
```

Electronic structure analysis, Löwdin charges in units of e: 0.07, -0.51, 0.16, 0.03, -0.13, -0.17, 0.10, 0.07, 0.07, 0.09, 0.11, 0.11